119
Properties=species:S:1:pos:R:3:forces:R:3 method="wB97M-V/def2-TZVPD" e_homo_ha="-0.253 / -0.256" homo_lumo_gap_ev="7.263 / 7.228" spin_multiplicity=4 e_above_lowest_ev=1.377
V -0.720319 0.529883 0.098297 0.816 1.787 -1.005
P -1.412010 0.539312 2.424627 -0.349 -0.195 1.718
P 0.103291 -1.144616 -1.872017 0.400 -1.047 -0.458
Si -2.601707 -0.816134 -0.274382 -1.295 -0.836 -0.179
F -1.562283 2.258634 -0.117698 0.448 -0.331 0.036
N 2.708115 4.341745 -1.315310 0.069 0.174 0.288
N 1.392563 2.340178 -1.710801 -0.175 -0.134 0.138
N 2.856861 3.209022 -3.450383 0.109 -0.067 -0.156
N 0.847745 4.413645 -2.852547 -0.154 0.192 -0.180
C 4.331032 -2.152775 -1.869522 -0.043 -0.097 0.017
C -4.964588 -1.066204 3.796755 0.044 0.072 0.049
C -0.875900 3.248492 2.863029 -0.256 0.239 -0.086
C -0.462080 -0.780158 4.944812 0.328 0.168 0.020
C -1.017823 4.498331 3.730948 0.171 -0.027 -0.040
C -0.808870 0.116172 -5.764168 -0.037 0.156 0.044
C 0.592443 -1.746456 5.494141 -0.319 -0.124 0.021
C 2.881026 -2.346250 -2.348196 0.077 0.169 -0.138
C 3.575075 3.964127 -2.424672 0.161 0.013 -0.055
C -0.758226 -2.703140 -1.411408 0.053 0.053 0.198
C -1.053949 -5.090831 -1.563892 0.092 -0.029 -0.078
C -4.754838 -1.618663 1.485195 -0.282 -0.141 0.100
C 1.957862 -2.015322 -0.035995 -0.061 -0.078 0.126
C 0.683329 -2.917024 3.290571 -0.229 -0.146 -0.008
C 1.610614 5.145616 -1.851667 0.012 0.215 -0.003
C 0.524069 -3.097816 4.795770 0.318 0.094 -0.048
C -1.802487 2.136481 3.386374 0.136 -0.216 -0.646
C 1.746978 4.035543 -3.929708 0.092 0.089 -0.170
C -0.574171 2.780866 5.515745 -0.181 0.099 0.101
C 2.139872 3.129022 -0.731073 0.089 0.020 0.192
C 0.561076 -1.952863 -4.732602 0.285 -0.050 0.154
C -1.855122 2.196325 4.927426 0.071 -0.308 0.037
C -3.025146 -0.345905 2.543966 0.095 -0.005 -0.068
C 1.939138 -1.503784 -1.492117 -0.376 0.318 -0.210
C -3.530050 -0.974087 1.398767 0.228 0.100 -0.480
C 0.643502 0.052558 -6.252012 -0.152 0.006 0.072
C 0.322523 3.203864 -2.237146 -0.354 0.029 0.020
C 4.441312 -2.051627 -0.343714 -0.011 -0.144 0.094
C -3.754789 -0.397096 3.730091 -0.014 0.033 0.090
C -0.297677 -3.958892 -1.805712 0.107 -0.023 0.005
C -2.287810 -4.971781 -0.942610 -0.102 -0.112 0.085
C -5.469549 -1.681630 2.667102 -0.066 -0.099 -0.032
C -3.991214 -0.440745 -1.567741 0.564 -0.072 0.502
C -1.993841 -2.576943 -0.771082 -0.150 0.541 0.198
C -2.740155 -3.725529 -0.546982 -0.109 -0.380 -0.026
C -0.276744 -0.592101 3.439071 -0.352 0.372 -0.210
C -0.866352 0.055138 -4.239567 -0.098 0.103 -0.178
C -0.396614 -1.311183 -3.722369 -0.101 0.383 0.201
C -0.385636 -1.962203 2.768940 0.341 -0.060 -0.162
C 3.256882 -2.748792 0.310133 0.131 0.180 0.070
C 2.300526 2.022328 -2.812593 0.129 -0.236 -0.025
C -0.478852 4.263370 5.149924 0.063 -0.035 -0.103
C 1.468349 -0.916010 -5.389580 -0.011 -0.125 -0.093
H 3.998031 4.867411 -2.879339 -0.033 -0.113 0.092
H 0.558521 4.595463 5.228432 -0.002 0.040 -0.002
H -6.415899 -2.200494 2.706716 -0.116 -0.036 -0.005
H 2.217985 -1.413243 -6.008103 0.079 0.022 0.082
H -0.503834 5.342438 3.268171 -0.070 0.026 -0.020
H 4.442286 -1.004855 -0.028319 0.057 0.036 0.011
H -1.375664 -0.724495 -6.173842 -0.068 0.078 -0.041
H -3.698032 -3.644286 -0.053359 -0.103 -0.048 0.058
H -0.224515 0.841015 -3.837023 -0.053 0.037 0.004
H 1.458540 3.409708 0.078627 0.084 -0.041 -0.014
H -0.440279 -3.564418 5.003932 -0.082 -0.084 0.026
H -0.683085 -6.060811 -1.867156 -0.004 -0.042 -0.018
H 5.381190 -2.493086 -0.007895 0.015 0.095 0.035
H -1.283920 1.032963 -6.120869 -0.035 -0.073 -0.026
H -0.315209 -1.855946 1.680598 -0.061 -0.110 -0.002
H 2.955594 2.517445 -0.331631 -0.047 0.023 0.042
H -3.599257 -0.461947 -2.579900 0.126 -0.021 -0.203
H 1.182348 3.478067 -4.682821 0.058 0.018 -0.006
H 2.032464 6.045073 -2.313293 -0.078 -0.040 0.084
H 4.746167 -1.250886 -2.319669 0.049 0.023 -0.129
H -1.061287 4.856601 5.856494 0.034 0.021 0.087
H 1.586460 -1.313975 5.353559 0.066 0.037 0.036
H 3.207833 -3.781539 -0.042472 -0.032 -0.054 0.029
H 3.132700 1.420189 -2.428136 -0.082 -0.011 -0.042
H -3.402143 0.098264 4.619042 0.064 0.044 0.068
H 2.353205 -0.485992 -1.498033 -0.026 -0.066 0.030
H -1.879568 0.253608 -3.882067 0.099 0.099 0.063
H 2.004267 -0.362028 -4.618144 0.110 -0.001 0.076
H -2.891678 -5.853534 -0.771018 -0.016 -0.025 0.043
H 0.291941 2.243943 5.123670 0.056 -0.058 0.047
H 0.599129 -3.882461 2.784262 0.064 0.028 -0.048
H -0.034767 -2.421116 -5.521689 -0.026 -0.071 0.091
H -2.079064 4.753137 3.780138 -0.023 0.086 -0.059
H -5.516966 -1.086344 4.723331 -0.058 -0.015 0.133
H 4.921797 -3.000949 -2.227784 0.030 0.105 -0.021
H -5.175104 -2.069457 0.599388 -0.108 -0.095 -0.143
H -0.573714 2.666129 6.602715 0.085 -0.087 -0.043
H 0.654678 -0.268812 -7.294431 0.057 0.025 -0.041
H 0.939761 5.436803 -1.039487 0.067 -0.001 -0.011
H 1.123591 -2.700938 0.139039 0.046 0.146 0.044
H 2.162326 4.939882 -4.387083 -0.070 -0.091 -0.019
H -0.251688 2.648778 -2.983504 0.021 0.050 0.095
H -1.455413 -1.188688 5.145795 -0.085 0.063 0.023
H -4.409750 0.544742 -1.395461 -0.061 0.234 0.067
H 1.758121 1.440835 -3.560141 0.013 0.004 -0.007
H 1.303693 -3.758036 5.180730 -0.037 -0.072 0.036
H 0.167742 2.912649 2.866502 0.026 0.018 -0.060
H -2.679193 2.856599 5.208419 -0.086 -0.035 0.033
H 1.087760 1.052021 -6.221073 0.002 -0.037 -0.017
H 2.841189 -2.049523 -3.394015 -0.076 -0.116 -0.008
H -0.346599 3.469322 -1.419351 -0.027 -0.109 -0.027
H -1.372317 -2.383056 2.985151 -0.024 0.025 -0.083
H 1.138525 -2.749487 -4.268392 -0.031 -0.081 -0.055
H 1.833199 -1.156921 0.637413 -0.060 -0.048 0.073
H -2.066854 1.228316 5.371886 -0.050 0.062 0.018
H 2.621634 -3.401576 -2.278136 -0.074 -0.068 -0.098
H 1.676937 -2.511096 3.078492 0.052 -0.014 -0.056
H 0.656032 -4.061403 -2.305034 0.040 -0.002 -0.032
H -1.270479 -1.972529 -3.652372 0.166 0.203 0.122
H 4.386725 3.340428 -2.040000 0.038 0.067 -0.030
H -1.159623 3.474688 1.834971 0.188 -0.126 -0.068
H 3.379922 -2.788967 1.394716 -0.038 -0.046 -0.034
H -2.815767 2.336926 3.005788 0.215 0.020 0.020
H 0.430944 -1.872640 6.566731 0.097 0.039 0.042
H -0.351553 0.162830 5.475211 -0.120 0.004 0.005
H -4.797224 -1.164500 -1.517087 -0.192 -0.233 0.032
H 0.731824 -0.180333 3.265796 -0.099 -0.100 -0.014